{
  "formula": "C23H56N3O12PS",
  "method": "wB97M-V/def2-TZVPD",
  "orbital_gap_ev": 8.73,
  "smiles": "C[C@@H](O)C[C@@H]1OS(=O)(=O)O[C@H]1[PH2]=O.COCCNCCOC.COCCNCCOC.COCCNCCOC",
  "de_lowest_ev": 0.000,
  "symbols": ["S", "P", "O", "O", "O", "O", "O", "O", "O", "O", "O", "O", "O", "O", "N", "N", "N", "C", "C", "C", "C", "C", "C", "C", "C", "C", "C", "C", "C", "C", "C", "C", "C", "C", "C", "C", "C", "C", "C", "C", "H", "H", "H", "H", "H", "H", "H", "H", "H", "H", "H", "H", "H", "H", "H", "H", "H", "H", "H", "H", "H", "H", "H", "H", "H", "H", "H", "H", "H", "H", "H", "H", "H", "H", "H", "H", "H", "H", "H", "H", "H", "H", "H", "H", "H", "H", "H", "H", "H", "H", "H", "H", "H", "H", "H", "H"],
  "positions_angstrom": [[2.235369, -4.081761, -0.479142], [4.185786, -7.021254, -1.548185], [1.444306, 3.868764, -3.302975], [-1.906502, 1.208505, 2.957903], [2.369423, -5.048737, 0.761687], [0.987478, -3.412868, -0.423384], [3.435155, -3.337884, -0.632648], [-1.053890, -1.061766, -3.900441], [-5.906509, 0.226609, 5.044731], [-3.045167, 2.238870, -1.378120], [4.090069, 7.456992, -2.156148], [0.724469, -9.398804, 1.772328], [2.199731, -5.212549, -1.603192], [4.745454, -8.042230, -0.634526], [-3.636012, 2.072807, 5.414391], [-0.230371, 0.983874, -1.931745], [4.323273, 4.556186, -3.280498], [-0.664983, -0.348378, -5.053000], [-0.018500, -1.234008, -2.936319], [4.915745, 6.427101, -1.646197], [-6.024119, 1.561285, 5.521043], [0.656465, -7.740289, 3.476995], [1.274332, -8.127621, 2.131785], [-2.132313, 1.748417, -0.411828], [-5.555572, -0.719249, 6.031801], [3.656252, 3.663634, -2.344117], [1.211519, 4.053791, -4.680645], [5.349150, 5.406935, -2.692600], [-0.670911, 1.830977, -0.830489], [-2.304863, 2.528004, 3.282358], [-3.459475, 1.306147, -2.354987], [-2.524462, 2.762030, 4.772248], [2.302627, -6.456418, 0.450297], [2.467303, -6.519149, -1.087525], [-4.952921, 2.444245, 4.921404], [2.703049, 7.182711, -2.162098], [2.493000, 2.953551, -2.997593], [1.029635, -7.092439, 1.010621], [-0.317768, -0.447525, -1.680904], [-2.959227, 0.283629, 2.766748], [5.834752, 5.952019, -3.505699], [2.354116, -8.255224, 2.267996], [2.376307, 6.704686, -3.090236], [-2.808321, 1.306179, -3.234532], [-5.607366, -1.702342, 5.567248], [2.049976, 4.548955, -5.184281], [1.360531, -7.897542, 4.293753], [2.417694, 6.540829, -1.323386], [3.268513, 4.184285, -1.456637], [-1.608647, 2.472318, 5.292846], [-2.652067, 3.838336, 4.930446], [1.024129, 3.099111, -5.184910], [-6.252797, -0.692689, 6.875515], [4.851920, -5.786479, -1.618697], [-3.233217, -0.230169, 3.692949], [0.482051, -7.596609, 0.211682], [-3.493935, 0.289845, -1.950733], [0.354913, -6.693053, 3.501377], [-0.459199, 2.867109, -1.109114], [0.378509, -6.291521, 1.363801], [-2.255276, 2.385002, 0.466597], [1.756318, -7.198685, -1.555643], [-3.183582, 2.809506, 2.688466], [-3.851779, 0.765155, 2.356323], [-7.006161, 1.938992, 5.223674], [3.627595, 5.138493, -3.729667], [2.820926, 2.436091, -3.904944], [0.949160, -0.941157, -3.356267], [-1.310709, -0.759292, -1.325961], [4.374868, 2.914425, -1.997412], [-4.461852, 1.589974, -2.676150], [-1.500712, -0.380323, -5.750298], [-5.040287, 2.377306, 3.827580], [2.084581, 2.208604, -2.310266], [-1.483531, 3.176493, 2.965413], [-5.155229, 3.482304, 5.203444], [5.816822, 6.919541, -1.271634], [-2.414710, 0.733105, -0.108625], [-4.541593, -0.562737, 6.416726], [0.325235, 4.679220, -4.777348], [4.428486, 5.950133, -0.786815], [0.407629, -0.722268, -0.910514], [-0.773324, 1.209836, -2.755455], [-0.056942, 1.602798, 0.047679], [-2.611931, -0.468977, 2.058139], [3.177279, -6.911529, 0.916051], [0.025702, -2.294030, -2.676803], [-0.427787, 0.699961, -4.835488], [-5.965323, 1.581015, 6.613617], [-0.219857, -8.360433, 3.663051], [-3.514613, 1.073823, 5.305886], [6.112420, 4.762630, -2.242643], [2.180644, 8.134633, -2.068468], [1.351576, -9.859937, 1.200532], [4.054026, -7.423897, -2.888330], [0.208037, -0.805946, -5.530874]],
  "forces_ev_per_angstrom": [[0.3103, 0.3004, 0.2127], [0.0543, -0.2448, 0.1662], [0.0464, 0.0866, -0.0362], [-0.0363, -0.0214, 0.0093], [0.1296, -0.0475, 0.0316], [-0.1231, -0.0576, -0.1754], [-0.0582, -0.0293, 0.0416], [0.0379, 0.0826, -0.0487], [0.0869, -0.0105, -0.0060], [0.0113, -0.0293, -0.0513], [-0.0298, -0.0139, -0.0327], [0.1768, -0.0737, -0.0718], [-0.3243, -0.0943, -0.1458], [-0.0578, 0.0306, -0.0305], [-0.0351, -0.0682, -0.0835], [-0.0676, -0.0652, -0.0259], [-0.0869, 0.0484, 0.0453], [-0.0127, -0.0447, -0.0189], [-0.0181, -0.1402, 0.1029], [0.0646, 0.0060, 0.0661], [-0.0738, 0.0420, 0.0262], [0.0539, 0.0934, 0.0136], [-0.0093, -0.0980, 0.0816], [-0.0049, 0.0603, 0.1363], [-0.0475, -0.0255, -0.0026], [-0.0057, 0.1034, -0.0488], [-0.0582, -0.0268, 0.0145], [0.0350, -0.0314, -0.0819], [0.1192, 0.0810, -0.0450], [0.0494, 0.0794, -0.0409], [-0.0412, 0.0408, 0.0084], [0.0187, 0.0018, 0.0960], [-0.0688, -0.2031, -0.0134], [0.1591, 0.1163, -0.0125], [0.0618, -0.0310, -0.0183], [0.0039, 0.0642, -0.0022], [-0.0371, -0.1549, 0.1141], [-0.1265, 0.0111, -0.0822], [-0.0416, 0.1310, -0.0241], [0.0610, -0.0704, -0.0253], [0.0110, -0.0007, 0.0096], [-0.0108, 0.0891, -0.0543], [-0.0085, -0.0439, 0.0291], [0.0127, -0.0409, 0.0112], [0.0080, 0.0021, -0.0063], [0.0162, -0.0324, -0.0045], [-0.0512, -0.0820, -0.0056], [-0.0102, -0.0060, 0.0003], [0.0033, -0.0512, 0.0327], [0.0026, 0.0109, -0.0041], [-0.0100, 0.0037, -0.0075], [-0.0020, 0.0014, -0.0142], [0.0009, -0.0099, 0.0061], [-0.0084, 0.0429, -0.0440], [-0.0509, 0.0374, 0.0014], [0.0329, -0.0228, 0.0240], [0.0026, -0.0096, -0.0084], [0.0239, -0.0217, 0.0117], [0.0083, -0.0039, 0.0014], [0.0374, 0.0157, -0.0329], [-0.0191, -0.0027, -0.0031], [-0.0243, -0.0386, 0.1197], [-0.0319, -0.0244, 0.0416], [-0.0033, 0.0078, 0.0018], [-0.0118, -0.0269, 0.0082], [0.0156, 0.0001, -0.0115], [0.0362, 0.0347, -0.0075], [-0.0080, 0.0541, 0.0187], [0.0307, -0.0685, 0.0287], [0.0128, 0.0095, 0.0071], [0.0030, 0.0033, 0.0036], [-0.0064, 0.0086, 0.0075], [-0.0406, 0.0313, 0.0030], [-0.0310, -0.0107, -0.0485], [-0.0006, -0.0147, -0.0191], [0.0164, 0.0101, -0.0102], [-0.0135, 0.0149, 0.0054], [0.0108, -0.0210, -0.0691], [-0.0118, 0.0256, 0.0210], [0.0045, 0.0077, 0.0020], [-0.0174, -0.0279, -0.0330], [-0.0047, 0.0082, 0.0146], [0.0169, 0.0222, -0.0013], [-0.0162, -0.0268, 0.0114], [0.0155, 0.0105, 0.0003], [0.0282, 0.0523, -0.0054], [-0.0010, -0.0108, -0.0583], [0.0312, -0.0076, 0.0063], [0.0350, 0.0232, -0.0051], [-0.0230, 0.0428, -0.0509], [0.0103, 0.0068, 0.0098], [-0.0072, -0.0073, 0.0109], [0.0072, 0.0006, 0.0010], [-0.1349, 0.0846, 0.0954], [0.0060, 0.1470, -0.0734], [0.0032, 0.0060, -0.0093]],
  "mulliken_charge": [1.203, 0.334, -0.301, -0.380, -0.423, -0.486, -0.619, -0.421, -0.353, -0.491, -0.430, -0.602, -0.361, -0.618, -0.282, 0.352, -0.310, -0.524, -0.741, -0.465, -0.790, -1.352, 0.472, 0.065, -0.739, -0.301, -0.790, -0.716, -0.960, -0.259, -0.570, -1.178, 0.132, -0.092, -0.181, -0.532, -0.561, -1.195, -0.382, -0.695, 0.372, 0.309, 0.160, 0.176, 0.245, 0.350, 0.296, 0.274, 0.169, 0.394, 0.445, 0.271, 0.356, 0.078, 0.288, 0.459, 0.277, 0.352, 0.190, 0.431, 0.126, 0.426, 0.370, 0.294, 0.388, 0.112, 0.435, 0.377, 0.165, 0.365, 0.301, 0.262, 0.141, 0.207, 0.436, 0.366, 0.355, 0.165, 0.307, 0.266, 0.334, 0.424, -0.076, 0.532, 0.302, 0.514, 0.316, 0.073, 0.412, 0.337, 0.131, 0.399, 0.314, 0.304, 0.104, 0.370]
}

=====

{
  "formula": "C23H57BrNNbO10PS",
  "method": "wB97M-V/def2-TZVPD",
  "orbital_gap_ev": 5.97,
  "charge": -1,
  "de_lowest_ev": 1.383,
  "symbols": ["Nb", "Br", "S", "P", "O", "O", "O", "O", "O", "O", "O", "O", "O", "O", "N", "C", "C", "C", "C", "C", "C", "C", "C", "C", "C", "C", "C", "C", "C", "C", "C", "C", "C", "C", "C", "C", "C", "C", "H", "H", "H", "H", "H", "H", "H", "H", "H", "H", "H", "H", "H", "H", "H", "H", "H", "H", "H", "H", "H", "H", "H", "H", "H", "H", "H", "H", "H", "H", "H", "H", "H", "H", "H", "H", "H", "H", "H", "H", "H", "H", "H", "H", "H", "H", "H", "H", "H", "H", "H", "H", "H", "H", "H", "H", "H"],
  "positions_angstrom": [[0.667385, -0.639104, 1.726137], [-1.569487, -3.028803, 4.195963], [-0.369972, -0.783356, -1.991492], [1.194189, -0.469400, -0.809489], [-1.012201, 4.615822, -0.964328], [4.161323, 6.218018, -5.178140], [-4.649242, -3.074315, -3.440756], [2.747450, -0.960850, 4.211303], [1.926215, -8.108011, 5.341603], [-2.973732, -1.717374, 2.264387], [-5.175653, -4.134949, -0.738107], [1.713267, 7.660163, -4.341805], [2.680980, -5.578086, 4.013405], [-3.702279, 5.019901, -2.109753], [-0.192538, 3.226319, 2.641089], [4.640019, 7.388729, -5.813437], [-0.666568, 3.775915, -2.054019], [-0.830654, 1.078635, 1.615904], [-5.626718, -4.050010, -3.113555], [-3.054369, 5.891613, -1.193822], [1.110594, 7.380659, -5.592932], [-0.567994, 2.034658, 2.772556], [-4.145532, 3.816270, -1.501158], [3.006451, -7.939225, 4.433763], [-1.551333, 5.861967, -1.374416], [3.587628, -6.543164, 4.519350], [-4.596894, -2.966119, -0.169046], [-6.162267, -3.840861, -1.711834], [-0.914155, -2.238683, 1.349683], [0.661714, -8.072568, 4.701447], [2.339876, -2.182916, 2.067655], [4.637527, -1.236952, 2.751234], [-3.322838, -3.576738, -3.387684], [2.031946, -4.837472, 5.038000], [2.244823, 6.497730, -3.716170], [3.753077, 6.448765, -3.834393], [3.310902, -1.853768, 3.232911], [-1.941077, -2.209562, 2.441362], [3.779179, -8.661664, 4.719159], [-0.404140, 2.795421, -1.655690], [-0.104934, 3.422330, 1.639226], [0.523354, -8.966368, 4.083410], [-1.499026, 3.658007, -2.751719], [3.049746, -0.067261, 4.002947], [0.864359, 8.330373, -6.067196], [3.925164, 8.211731, -5.729419], [-3.152781, -4.285726, -4.206021], [1.871862, -3.161763, 2.257922], [-5.225767, -5.062264, -3.225741], [1.684613, 0.833547, -1.131117], [3.510688, -2.778586, 3.793765], [-6.449253, -3.930792, -3.828290], [-3.322462, 5.645842, -0.162103], [-0.735399, 1.636796, 0.669154], [5.123311, -0.731718, 3.594401], [2.960922, -2.279914, 1.158944], [-3.117254, -4.063417, -2.431144], [4.788689, 7.161025, -6.868563], [-3.757541, -3.270893, 0.449818], [1.976905, 6.555973, -2.656312], [-1.104094, 6.631006, -0.735212], [2.216548, -1.391897, -1.186098], [1.936456, 0.626564, 2.140664], [4.465607, -0.476088, 1.975029], [-6.541342, -2.821154, -1.593109], [-2.639009, -2.737150, -3.503831], [1.793616, 5.590626, -4.128482], [-1.844835, 0.653799, 1.685349], [-5.327315, -2.451586, 0.462448], [5.600493, 7.689962, -5.381139], [-4.493061, 3.149389, -2.289009], [-3.338584, 3.321278, -0.955487], [-0.723888, 1.603071, 3.767071], [-4.978749, 4.019685, -0.820266], [-4.232258, -2.284891, -0.941875], [3.878586, -6.307674, 5.547707], [-3.415517, 6.904234, -1.405407], [1.569263, -5.496887, 5.777359], [-0.106022, -8.060264, 5.474093], [0.549838, -7.178119, 4.083585], [0.238799, -0.749998, 3.497067], [4.486323, -6.497259, 3.894144], [1.787065, 6.826385, -6.249285], [-1.281226, 6.085198, -2.411724], [1.254392, -4.231899, 4.575722], [-6.995007, -4.533751, -1.543474], [4.201139, 7.366305, -3.441536], [0.203793, 4.183503, -2.581097], [5.261744, -2.027107, 2.315069], [-0.406263, -3.216368, 1.384233], [2.695544, -8.164140, 3.409125], [-1.450926, -2.135522, 0.400598], [2.746640, -4.171328, 5.532189], [4.125052, 5.608712, -3.239833], [0.187105, 6.809808, -5.451436]],
  "forces_ev_per_angstrom": [[-0.9537, -1.1836, 1.0340], [0.2237, -0.3173, 0.1596], [-0.5378, -0.0842, -0.2400], [0.1801, 0.1802, -1.1300], [-0.0050, -0.0381, -0.2250], [-0.0029, 0.2661, -0.0095], [0.0661, -0.2227, 0.0364], [0.1506, -0.2095, 0.1718], [-0.1018, 0.0243, -0.1926], [-3.1435, 1.3780, 0.4983], [-0.0192, 0.2095, -0.0651], [0.0141, -0.1350, -0.2061], [-0.0432, -0.0553, 0.2330], [0.0068, -0.1178, 0.1798], [0.3970, 0.8986, 0.1292], [-0.0127, -0.1096, -0.0173], [0.0746, -0.0859, 0.1289], [0.9859, 0.6072, 0.9568], [-0.1479, 0.4774, -0.1435], [-0.0687, 0.1791, -0.4369], [-0.0030, 0.0696, 0.0482], [-0.7981, -1.3136, -0.9887], [0.0159, -0.0122, -0.0695], [0.1471, -0.0800, 0.4560], [0.0682, -0.0742, 0.4931], [-0.0503, 0.0939, -0.4968], [0.0285, -0.0576, -0.0108], [0.1100, -0.4916, 0.1302], [-0.0268, -1.1801, 1.3042], [0.0038, 0.0294, 0.0662], [0.7039, 1.0047, 0.5379], [-0.3856, -0.3031, -0.2135], [0.0368, 0.1174, -0.0111], [-0.0322, 0.0810, -0.0723], [0.0170, 0.3885, 0.2920], [-0.0408, -0.4705, -0.1278], [0.0960, 0.3115, -0.1177], [2.4673, -0.5903, -1.7420], [0.0258, 0.0067, -0.0456], [-0.0331, 0.0355, 0.0197], [0.0029, 0.2071, 0.1330], [-0.0417, 0.0332, -0.0642], [0.0212, 0.0147, -0.0214], [-0.3276, -0.1192, -0.1108], [0.0021, 0.0206, 0.0840], [0.0314, 0.0258, 0.0309], [0.0298, -0.0593, 0.0387], [-0.1271, 0.2691, -0.1379], [0.0273, 0.0036, 0.0799], [0.4530, -0.4792, 0.0796], [0.0996, 0.2203, -0.1263], [-0.0290, -0.0524, 0.0175], [0.0755, -0.0501, 0.0015], [-0.0800, -0.1860, 0.1261], [0.1980, -0.3548, -0.1554], [-0.3253, -0.0946, 0.0677], [-0.0001, -0.0190, -0.0229], [0.0059, -0.0706, 0.0334], [-0.0670, -0.0839, -0.0011], [0.0142, -0.0684, 0.0051], [-0.0260, 0.0439, -0.0335], [0.1776, 0.6047, 0.0405], [-0.0301, -0.0013, -0.1947], [-0.1390, -0.1813, 0.1540], [0.0548, 0.0256, -0.0525], [-0.0638, 0.0187, 0.0107], [0.0644, -0.0012, -0.0480], [0.3058, -0.2460, 0.0056], [0.0506, 0.0696, 0.0087], [-0.0132, 0.0998, -0.0128], [0.0085, 0.0732, -0.0361], [-0.0290, 0.0116, 0.0331], [0.0336, 0.2517, -0.0323], [0.0225, -0.0510, 0.0623], [-0.0185, 0.0252, 0.0203], [-0.0532, -0.0502, 0.0258], [0.0251, 0.0201, 0.0440], [0.0396, -0.0099, 0.0131], [0.0680, -0.0243, 0.0378], [0.0014, -0.0281, -0.0243], [-0.0831, 0.1391, -0.4694], [0.0367, -0.0477, 0.0416], [-0.0300, -0.0411, 0.0114], [-0.0651, -0.0304, -0.0253], [0.0549, 0.0188, -0.0618], [-0.0436, 0.0323, -0.0571], [-0.0582, 0.0353, -0.0281], [-0.0301, -0.0233, -0.0945], [0.1242, 0.2866, 0.1828], [0.1343, 0.3217, -0.0511], [-0.0206, 0.0788, -0.0070], [0.1901, 0.2252, 0.1164], [-0.0525, -0.0045, 0.0855], [-0.0185, 0.0294, 0.0447], [0.0070, -0.0542, -0.0804]],
  "mulliken_charge": [-0.623, -0.270, -0.478, 0.070, -0.259, -0.371, -0.372, -0.509, -0.380, -0.434, -0.388, -0.399, -0.212, -0.391, -0.841, -0.704, -0.227, 0.129, -0.496, -0.620, -0.715, 0.058, -0.596, -0.538, -0.320, -0.608, -0.652, -0.511, -0.630, -0.667, -0.573, -1.635, -0.608, -0.614, -0.224, -0.702, 0.909, 0.468, 0.379, -0.007, 0.335, 0.319, 0.357, 0.319, 0.268, 0.307, 0.327, 0.078, 0.309, 0.029, -0.155, 0.378, 0.340, -0.310, 0.457, 0.332, 0.303, 0.238, 0.137, 0.346, 0.360, 0.019, 0.043, 0.308, 0.326, 0.145, 0.307, 0.242, 0.354, 0.316, 0.235, 0.214, 0.365, 0.328, 0.311, 0.378, 0.384, 0.459, 0.234, 0.280, 0.117, 0.371, 0.314, 0.205, -0.041, 0.395, 0.352, -0.020, 0.402, 0.698, 0.319, 0.134, 0.338, 0.369, 0.288]
}